# 1
45
Properties=species:S:1:pos:R:3:forces:R:3:lowdin_charge:R:1 method="wB97M-V/def2-TZVPD" de_lowest_ev=4.275 homo_ev=-7.855 total_charge=0 smiles="[H]/N=C(/N)NCCC[C@H](N)C(=O)N[C@@H](CC(C)C)C(=O)O" largest_force_ev_per_a=5.23
C -0.369393 -1.910037 0.658242 -2.4 0.2 -1.5 -0.343
C -0.006352 -0.789137 -0.401177 -0.2 2.0 0.0 -0.362
C -1.858993 -1.882955 0.884982 -1.9 1.7 0.4 -0.179
C -2.813571 -2.018285 -0.392017 0.7 -0.7 1.5 -0.192
C -4.012364 -1.071442 -0.382608 -1.4 -0.4 -2.1 -0.206
C -4.930961 1.154164 -0.240489 1.2 4.3 2.6 -0.613
C 2.493013 -0.311877 -1.229617 0.0 1.0 1.1 -0.248
C 3.668536 -1.164230 -0.818490 -1.6 -1.4 -1.2 -0.505
C 2.871522 1.149531 -0.921794 -1.8 0.4 0.3 -0.101
C 3.534285 1.632993 0.444627 0.1 0.6 -2.0 -0.391
C 2.747977 1.087757 1.617221 -0.7 -0.1 -0.5 -0.068
C 3.696835 3.219161 0.345949 -1.1 -1.5 -1.5 -0.059
H 0.629515 -1.242839 2.450208 -0.1 0.2 -0.4 0.075
H 0.959496 -2.671740 1.695703 1.5 -0.6 1.2 0.054
H -0.253616 -2.837599 0.028948 0.6 0.4 1.0 0.165
H -2.019814 -2.683511 1.659016 -0.3 0.9 -0.9 0.118
H -2.121159 -0.844059 1.357902 0.4 -1.9 -0.5 0.140
H -3.285085 -3.034848 -0.317047 0.4 0.8 -0.3 0.114
H -2.251921 -1.984712 -1.347040 -0.3 0.2 0.6 0.107
H -4.567705 -1.418593 -1.379000 0.8 1.1 2.0 0.136
H -4.723386 -1.327954 0.445399 0.7 0.1 -0.5 0.124
H -2.930955 0.869371 -0.196240 -0.4 -0.7 0.2 0.116
H -4.157754 2.572629 1.016473 0.5 -0.9 0.2 -0.001
H -6.684530 1.534829 -0.894503 0.3 -0.9 -0.3 0.106
H -5.808301 0.631438 -1.987651 0.5 -0.3 -0.5 0.085
H 1.758689 -1.641584 -0.171890 -1.1 -0.5 -0.1 0.098
H 2.378667 -0.506666 -2.251733 0.8 0.7 -2.2 0.150
H 3.393631 1.266523 -1.854416 0.8 1.6 -0.1 0.102
H 1.890629 1.682714 -0.999358 0.8 0.0 -0.1 0.139
H 4.569309 1.345302 0.531892 0.4 -0.8 -0.1 0.111
H 2.991720 0.028657 1.827060 0.1 0.5 0.0 0.083
H 1.634024 1.113930 1.414687 1.2 0.4 0.5 0.100
H 3.079038 1.745998 2.406774 -0.6 -0.3 0.9 0.076
H 2.672812 3.611489 0.321748 0.3 0.5 0.3 0.077
H 4.365943 3.728326 1.042293 -0.3 -0.4 0.2 0.074
H 4.091296 3.377012 -0.681291 -0.1 0.2 0.6 0.076
H 5.047148 0.048091 -1.697233 -0.8 1.3 -0.7 0.120
N 0.237330 -2.061266 1.999665 0.3 -0.2 -1.8 0.078
N -3.828406 0.418219 -0.367385 1.8 -2.7 -0.7 0.024
N -4.981994 2.242448 0.545261 -1.8 -1.7 -2.7 0.069
N -5.987649 0.778963 -1.020949 -2.3 1.3 1.3 0.106
N 1.310780 -0.937266 -0.766870 -0.3 -1.9 3.2 0.111
O -0.809668 0.063747 -0.839794 1.9 -1.8 1.0 0.031
O 3.563925 -2.293555 -0.395138 0.2 0.8 0.6 0.131
O 4.817439 -0.669148 -1.140334 3.0 -1.7 1.0 0.171

---

# 2
13
Properties=species:S:1:pos:R:3:forces:R:3:lowdin_charge:R:1 method="wB97M-V/def2-TZVPD" de_lowest_ev=0.911 homo_ev=-9.288 total_charge=0 smiles=Brc1cocn1.C largest_force_ev_per_a=4.76
C 0.124547 0.284410 2.218457 2.4 -2.9 -0.1 -0.166
C 1.011416 1.097420 0.429841 0.5 -3.9 2.7 -0.097
C 1.533378 -0.168250 0.693112 -0.8 1.8 -0.4 -0.832
C -1.525885 -0.582720 -1.841562 0.0 2.3 -1.0 -0.061
N 0.974049 -0.691802 1.803924 -2.1 2.0 1.4 0.062
O 0.138328 1.355163 1.451267 -0.3 0.5 -0.4 0.032
Br 2.866514 -1.119438 -0.166743 0.2 0.0 -0.4 0.764
H -0.368493 0.230593 3.188506 -0.2 0.4 -0.6 0.138
H 1.133098 1.762390 -0.316812 0.3 2.1 -2.1 0.087
H -2.350904 -0.624786 -2.633891 1.2 0.4 1.3 0.043
H -1.520869 0.350279 -1.175160 -1.0 -1.6 -0.5 0.034
H -0.554438 -0.370150 -2.297519 -0.1 -0.6 -0.6 0.003
H -1.460739 -1.523110 -1.353421 -0.1 -0.5 0.8 -0.006

---

# 3
21
Properties=species:S:1:pos:R:3:forces:R:3:lowdin_charge:R:1 method="wB97M-V/def2-TZVPD" de_lowest_ev=3.660 homo_ev="-11.110 / -11.110" total_charge=+1 largest_force_ev_per_a=9.08
C 3.234179 0.326484 0.524061 0.6 -0.3 0.2 -0.071
C 2.548350 -0.862942 0.392132 -0.4 -0.2 -0.5 -0.030
C 2.602373 1.499513 0.133547 -1.7 -1.3 0.4 -0.002
C 1.233084 -0.825190 -0.088568 1.4 -1.9 0.7 -0.037
C 1.247689 1.443733 -0.298559 3.3 1.6 0.3 -0.015
C -3.347505 1.624409 0.600310 3.5 -8.4 0.0 0.366
C -2.342898 -0.679129 0.372309 -0.4 -2.4 -1.4 -0.149
C -1.534396 -0.633191 -1.040148 0.8 -1.0 2.4 -0.217
N -2.861378 0.554304 0.566432 -3.3 6.0 0.7 0.097
N 0.615166 0.291386 -0.457537 -1.8 -0.3 -0.3 -0.132
N -0.643172 0.449980 -0.997453 0.2 0.1 -0.8 -0.028
H 4.247316 0.329083 0.954951 -0.6 0.1 -0.4 0.127
H 3.037493 -1.837381 0.583358 -0.6 0.7 0.1 0.132
H 3.182039 2.362814 0.348986 -0.3 1.2 -0.4 0.107
H 0.738605 -1.777563 -0.129837 -0.5 0.0 -0.4 0.118
H 0.703826 2.300129 -0.634956 -0.2 0.3 0.0 0.125
H -3.483439 2.596802 0.508288 -1.1 4.2 -0.2 0.081
H -3.205344 -1.402153 0.182816 1.2 0.7 1.0 0.173
H -1.594161 -0.916423 1.128948 -0.5 -0.2 0.2 0.137
H -1.195440 -1.697817 -0.974243 0.3 0.7 -0.8 0.113
H -2.322548 -0.549539 -1.764184 0.1 0.3 -0.8 0.106

---

# 4
13
Properties=species:S:1:pos:R:3:forces:R:3:lowdin_charge:R:1 method="wB97M-V/def2-TZVPD" de_lowest_ev=1.375 homo_ev=-9.534 total_charge=0 smiles="C[C@H](N)C(=O)O" largest_force_ev_per_a=2.72
C 0.587868 0.170154 0.420614 0.9 -1.6 2.0 -0.339
C -0.890448 0.047029 0.066636 -0.3 1.2 -0.3 -0.604
C 1.298854 1.302270 -0.276170 0.6 -0.6 -0.1 -0.043
H 1.573256 -1.074040 -0.897641 0.4 -0.5 1.0 0.113
H 1.770418 -1.682310 0.784708 -1.0 1.5 -1.9 0.158
H 0.629891 0.098026 1.537299 0.0 0.9 -0.7 0.163
H 1.372513 0.847067 -1.300933 0.2 1.2 0.4 0.094
H 0.619982 2.173367 -0.279109 0.7 -0.2 -0.1 0.091
H 2.347640 1.474572 0.147718 -1.6 0.0 -0.7 0.106
H -0.104011 -1.687726 -0.208882 -1.5 1.5 0.2 0.140
N 1.174907 -1.164411 0.050866 1.0 -0.9 0.4 0.021
O -1.632205 1.016742 0.106008 0.5 -0.7 0.1 0.065
O -1.169256 -1.156092 -0.281721 0.2 -1.8 -0.3 0.035

---

# 5
52
Properties=species:S:1:pos:R:3:forces:R:3:lowdin_charge:R:1 method="wB97M-V/def2-TZVPD" homo_ev=-15.317 total_charge=+2 largest_force_ev_per_a=3.43
Zr 0.552404 -0.551993 1.110643 1.4 -0.1 -1.0 1.637
N -0.918407 -2.195866 0.687614 -0.2 -0.4 -0.4 -0.136
C -0.343554 -3.475604 0.275344 0.2 -1.4 -2.3 -0.227
C 0.971784 -3.730904 0.931723 2.2 -0.4 0.4 -0.172
N 1.925904 -2.541921 0.791638 -1.1 0.0 0.4 -0.145
C 2.831188 -2.510247 -0.398087 -1.6 1.2 0.3 -0.160
C 3.497181 -1.126163 -0.411325 0.2 -0.2 -0.2 -0.174
N 2.535321 -0.018803 -0.098603 -0.1 0.8 -0.3 -0.097
H -1.565847 -1.897666 -0.050158 -0.2 0.0 0.8 0.056
H -1.335174 -2.337841 1.595297 -0.7 0.2 0.3 0.103
H -1.018408 -4.350256 0.460312 0.4 0.8 -0.1 0.152
H -0.171829 -3.467989 -0.862689 -0.4 0.2 1.6 0.147
H 0.893129 -3.886473 2.018977 -0.2 0.0 -0.4 0.128
H 1.469191 -4.636860 0.492326 -0.6 0.7 0.4 0.149
H 2.496488 -2.474005 1.654664 -0.3 -0.2 -0.7 0.130
H 3.529548 -3.323684 -0.375227 0.6 -0.3 0.0 0.128
H 2.220584 -2.603382 -1.318758 0.1 -0.1 0.5 0.129
H 4.247631 -1.027613 0.369839 0.3 -0.4 -0.3 0.128
H 3.919647 -1.055300 -1.433352 0.2 0.5 0.8 0.138
H 3.006150 0.799235 0.353325 -0.3 -1.1 -0.2 0.131
H 2.178193 0.388693 -0.965023 0.0 -0.3 0.0 0.031
O 1.581789 -0.852311 5.177783 -1.0 0.2 -1.7 -0.026
P 1.046005 -0.490963 3.720394 0.9 -1.6 2.9 0.230
O 0.185237 -1.594983 3.110433 -0.1 1.0 -0.3 -0.324
O 2.154135 -0.316491 2.701980 -0.4 0.8 -0.6 -0.341
O 0.188020 0.851946 3.947745 -0.2 1.2 -1.8 -0.215
P -0.387125 1.567469 2.505229 -0.1 -0.3 0.9 0.309
O -1.003689 2.981068 2.890033 -1.9 -2.6 0.0 -0.054
O -1.296146 0.455399 1.947515 0.5 0.8 0.2 -0.371
O 0.730034 1.684421 1.495655 0.1 -0.4 0.3 -0.344
H 2.334848 -0.296327 5.391078 0.5 0.2 0.5 0.107
H -1.987925 2.742877 3.045833 1.7 1.1 0.0 0.159
C 0.471367 1.903455 -3.391875 1.8 0.9 0.3 -0.075
N -0.860955 1.973003 -2.851595 -1.3 -0.1 1.8 -0.164
C -1.786536 2.926255 -3.503591 0.6 -0.1 -1.0 -0.002
C -1.287898 1.286694 -1.777888 2.0 -0.1 -1.5 -0.606
S -0.300282 -0.191625 -1.383135 -0.8 1.1 -0.6 0.664
N -2.416975 1.652965 -1.185398 -0.6 0.5 0.8 -0.197
C -2.593932 3.030018 -0.515433 -0.5 -1.1 -0.5 0.029
C -3.348256 0.566979 -0.900160 -0.9 0.5 0.3 -0.057
H 0.617674 2.777427 -4.033429 -0.2 -0.3 -0.1 0.103
H 0.667179 0.998896 -3.955430 -0.2 -0.2 -0.1 0.093
H 1.287502 2.031282 -2.623385 -1.1 -0.3 -0.4 0.103
H -1.605077 2.786108 -4.593768 -0.2 0.4 0.7 0.119
H -1.539434 3.954826 -3.200624 -0.2 -0.3 -0.2 0.112
H -2.835896 2.696070 -3.309933 0.3 -0.1 0.2 0.100
H -1.607272 3.328371 -0.091089 -0.9 0.0 -0.5 0.099
H -3.340918 2.870842 0.304252 0.8 0.1 -0.6 0.105
H -3.053507 3.771987 -1.221116 0.7 -0.6 0.6 0.097
H -3.247019 -0.242266 -1.617884 0.5 -0.2 0.3 0.093
H -4.383432 0.872169 -1.052228 0.0 0.6 -0.1 0.105
H -3.302639 0.299079 0.141550 0.3 -0.7 0.4 0.073

---

# 6
16
Properties=species:S:1:pos:R:3:forces:R:3:lowdin_charge:R:1 method="wB97M-V/def2-TZVPD" de_lowest_ev=2.529 homo_ev=-15.215 total_charge=+1 largest_force_ev_per_a=1.54
C 0.702962 -1.163412 -0.523217 -0.8 0.3 0.6 -0.102
C 1.476602 -2.006121 0.150994 1.1 1.0 -0.4 0.110
C 1.248490 0.835831 0.806857 0.0 0.9 0.0 0.181
N 0.565480 0.206479 -0.062089 -0.7 -0.7 0.8 0.034
H -0.160040 -1.375602 -1.142206 0.7 -0.3 -0.8 0.131
H 1.861004 -2.950214 -0.209897 -0.8 -0.3 0.2 0.094
H 2.004043 -1.576500 0.998692 0.2 -0.3 0.0 0.074
H 0.765966 1.704275 1.234091 0.2 0.3 -0.1 0.133
H 2.254938 0.612316 1.128647 0.0 -0.6 -0.1 0.126
H -0.342452 0.637467 -0.287940 -0.1 0.1 0.0 0.106
H -1.914424 2.498436 -2.047239 0.0 -0.1 0.2 0.067
H -0.822884 1.496869 -2.401818 -0.1 0.1 -0.2 0.049
O -1.446882 1.726454 -1.704712 0.4 -0.2 0.0 -0.048
H -2.849528 -0.218415 1.216926 0.4 0.2 0.2 0.072
H -1.363294 -0.581670 1.396051 -0.3 -0.3 0.3 0.019
O -1.979980 0.153809 1.446856 -0.1 0.0 -0.4 -0.045